# C43H57AsF3GeIrN5O3PS

A structure of composition C43H57AsF3GeIrN5O3PS (wB97M-V/def2-TZVPD, OMol25).

```
116
Properties=species:S:1:pos:R:3:forces:R:3:lowdin_charge:R:1
Ir -0.80792 0.13303 0.85519 0.57 -0.82 0.45 0.916
C 4.58488 2.03944 -2.20201 0.01 -0.04 -0.07 -0.325
As 3.97160 0.69760 -0.90706 -0.01 0.23 -0.14 1.070
C 5.05448 1.32742 0.59648 -0.02 -0.02 0.03 -0.315
C 5.13919 -0.73578 -1.56555 0.02 -0.05 0.10 -0.335
H 5.67514 2.07329 -2.21968 0.00 0.00 0.00 0.027
H 4.20077 3.01960 -1.93132 0.03 -0.09 -0.03 -0.023
H 4.22114 1.78178 -3.19726 0.00 -0.01 0.00 0.020
H 6.09308 1.47453 0.29809 0.00 0.00 0.00 0.028
H 5.01034 0.60983 1.41587 0.00 0.00 0.00 0.013
H 4.63927 2.27660 0.94087 0.02 -0.03 0.00 -0.004
H 6.15418 -0.36774 -1.71740 0.01 -0.01 0.00 0.021
H 4.74462 -1.10351 -2.51316 0.01 0.00 0.00 0.016
H 5.16232 -1.56552 -0.85810 -0.01 0.00 0.00 0.012
C 0.16206 1.26982 -0.16413 -0.17 0.09 -1.04 -0.455
Ge 0.17883 3.25536 -0.11081 0.01 -0.17 -0.05 0.941
C -0.08620 3.75481 -1.98102 0.03 -0.01 -0.03 -0.270
C -1.03112 4.71727 -2.33178 0.01 -0.03 0.02 -0.091
C -1.20144 5.09634 -3.65684 0.00 -0.01 -0.01 -0.082
C -0.42602 4.51724 -4.65105 -0.01 0.01 0.01 -0.090
C 0.51610 3.55365 -4.31849 0.01 -0.02 0.01 -0.086
C 0.68155 3.17494 -2.99319 -0.04 -0.01 -0.02 -0.125
C 1.90439 4.01771 0.44079 0.01 0.02 -0.05 -0.260
C 2.24486 4.16732 1.78570 0.09 -0.01 -0.03 -0.117
C 3.45612 4.73040 2.16348 -0.02 -0.01 0.01 -0.087
C 4.35000 5.16901 1.19558 0.00 0.02 0.01 -0.095
C 4.01407 5.06099 -0.14480 -0.04 0.01 0.00 -0.094
C 2.79949 4.49491 -0.51512 -0.01 0.05 0.05 -0.127
C -1.19585 4.05668 0.99228 -0.07 0.04 0.01 -0.293
C -2.38138 3.36408 1.21389 -0.02 -0.03 -0.01 -0.110
C -3.41144 3.92891 1.95443 0.02 0.02 -0.05 -0.087
C -3.26420 5.20725 2.47176 0.01 0.02 -0.02 -0.083
C -2.09178 5.91967 2.24309 -0.01 -0.01 0.02 -0.082
C -1.06421 5.34905 1.50543 0.02 -0.06 0.09 -0.108
H 0.75050 0.99716 -1.04600 0.47 0.08 0.33 -0.082
H -1.64768 5.17102 -1.56367 0.00 0.01 0.00 0.098
H -1.94335 5.84192 -3.91348 0.00 0.00 0.00 0.103
H -0.55702 4.81412 -5.68379 0.00 -0.01 0.00 0.101
H 1.12022 3.09538 -5.09200 0.00 0.00 0.00 0.101
H 1.42202 2.41708 -2.75163 0.00 0.01 0.01 0.086
H 1.54721 3.86460 2.55296 -0.03 -0.01 0.05 0.071
H 3.69810 4.83711 3.21386 0.00 0.00 0.00 0.103
H 5.29463 5.61026 1.48717 0.00 0.00 0.00 0.103
H 4.69391 5.42325 -0.90641 0.00 0.00 0.00 0.108
H 2.53901 4.44320 -1.56586 0.00 0.00 0.00 0.087
H -2.52366 2.37040 0.80195 -0.01 0.03 -0.02 0.068
H -4.32191 3.36355 2.10732 0.01 0.00 0.00 0.095
H -4.06289 5.65574 3.04980 0.00 0.00 0.00 0.104
H -1.97975 6.92075 2.64057 -0.01 0.00 0.00 0.102
H -0.15162 5.91155 1.33874 0.00 -0.01 -0.01 0.101
C -1.98912 -3.34805 -0.96038 -0.06 0.04 0.01 -0.091
C -0.75740 -3.26184 -0.06184 -0.01 0.01 0.04 -0.513
C -1.13335 -3.57361 1.38832 -0.08 0.00 0.00 -0.105
P 0.17999 -1.67890 -0.14342 -0.43 0.97 0.07 0.959
C 1.85274 -2.11178 0.56308 0.06 0.15 0.05 -0.513
C 2.10159 -1.46533 1.92632 0.06 -0.02 0.00 -0.132
C 2.22020 -3.59547 0.61130 -0.04 -0.05 0.03 -0.106
C 0.58675 -1.41656 -1.93043 -0.03 0.14 0.02 -0.535
C 1.13904 -2.64889 -2.64388 0.01 -0.06 0.01 -0.095
C -0.55293 -0.77251 -2.72334 0.00 -0.02 -0.05 -0.107
H -2.47105 -4.31444 -0.79322 -0.02 0.01 0.02 0.089
H -1.73704 -3.28945 -2.01735 0.02 -0.03 0.00 0.054
H -2.70684 -2.56204 -0.72807 0.02 -0.02 -0.01 0.057
H -0.03847 -4.00888 -0.41396 0.02 0.07 0.07 0.091
H -2.04553 -3.03620 1.65158 0.01 0.01 -0.01 0.052
H -0.35522 -3.30329 2.10492 -0.01 -0.01 0.00 0.056
H -1.34029 -4.64009 1.49869 0.00 0.00 0.00 0.091
H 2.52751 -1.62320 -0.14760 -0.01 0.01 0.00 0.040
H 1.45684 -1.89470 2.69619 -0.01 0.03 0.00 0.066
H 1.91674 -0.39265 1.88932 -0.01 -0.01 0.00 0.035
H 3.14073 -1.63133 2.22577 -0.01 -0.03 -0.01 0.078
H 1.60896 -4.13852 1.33441 0.01 0.01 -0.02 0.075
H 3.26009 -3.68818 0.93266 0.00 0.00 0.00 0.082
H 2.12950 -4.09736 -0.35117 0.00 0.01 0.03 0.060
H 1.40422 -0.68899 -1.86535 0.00 0.00 -0.02 0.047
H 0.39443 -3.44326 -2.72164 0.02 0.00 0.01 0.074
H 2.02509 -3.05265 -2.15323 -0.01 0.01 -0.02 0.059
H 1.42777 -2.37412 -3.66085 -0.01 0.00 0.00 0.083
H -1.37466 -1.46696 -2.88758 -0.01 -0.01 -0.01 0.065
H -0.18230 -0.46542 -3.70453 0.02 0.01 0.00 0.082
H -0.96056 0.09980 -2.21440 0.01 -0.03 -0.01 0.047
F -6.25334 0.52456 2.21640 0.00 0.01 0.00 0.130
C -5.59533 0.27207 1.08089 -0.01 0.03 -0.10 -0.670
F -6.31972 -0.57935 0.35486 0.00 0.00 -0.01 0.139
F -5.48817 1.42158 0.40010 -0.01 -0.02 0.02 0.124
S -3.93224 -0.40806 1.44554 0.08 0.06 -0.23 0.457
O -3.29863 0.67851 2.17974 -0.11 -0.01 0.09 -0.356
O -4.18849 -1.61456 2.18975 -0.03 -0.02 -0.03 -0.291
O -3.31193 -0.59738 0.13320 -0.08 -0.03 0.46 -0.369
C 0.64708 1.67038 3.56674 0.00 0.04 -0.04 -0.020
C -0.28084 0.56644 3.91107 -0.09 0.01 0.02 -0.350
N -0.81763 -0.30146 3.07700 -0.24 -0.34 -0.13 -0.024
C -1.61530 -1.13750 3.83518 0.00 -0.01 0.02 -0.116
C -1.55392 -0.76701 5.13338 -0.02 -0.05 0.00 -0.019
N -0.71088 0.32310 5.17321 0.15 -0.06 0.03 -0.010
C -0.42505 1.12234 6.34606 -0.04 0.03 -0.04 -0.061
N -1.64245 1.43954 7.03433 -0.01 0.02 -0.03 -0.073
N -1.77808 1.14596 8.35036 0.00 0.02 0.00 0.049
N -2.93167 1.51458 8.74820 -0.02 0.01 -0.02 0.069
C -3.61100 2.06268 7.67668 -0.01 -0.01 0.04 -0.231
C -4.90577 2.58358 7.59104 0.00 -0.01 0.03 -0.014
C -5.31773 3.02855 6.35880 -0.01 0.01 -0.03 -0.074
C -4.47523 2.96066 5.22730 0.02 -0.01 0.04 -0.061
C -3.19768 2.45578 5.29362 -0.01 0.01 0.04 0.013
C -2.78506 2.01595 6.55736 0.02 -0.01 -0.03 -0.163
H 0.80459 1.67002 2.48951 0.01 -0.04 0.01 0.031
H 1.61651 1.55153 4.05556 0.00 0.02 0.01 0.101
H 0.22458 2.63557 3.85539 0.01 0.03 -0.03 0.084
H -2.22912 -1.89786 3.38994 0.03 0.01 0.04 0.079
H -2.05073 -1.13945 6.01210 0.01 0.00 0.00 0.131
H 0.07604 2.03122 6.01538 0.04 -0.01 0.02 0.132
H 0.21121 0.59574 7.05563 -0.02 -0.02 0.02 0.141
H -5.54687 2.61945 8.46105 0.00 0.00 0.00 0.113
H -6.31477 3.43138 6.24066 0.00 0.00 0.00 0.104
H -4.85101 3.30283 4.27275 -0.01 -0.01 0.04 0.088
H -2.57904 2.38441 4.40835 0.00 -0.02 -0.01 0.101
```
Forces are in eV/Å.

Values from the calculation:
- frontier orbital gap (hartree) = 0.286
- E_LUMO (eV) = 0.09
- energy relative to the best compared isomer or geometry (same formula, charge and spin) (kJ/mol) = 83.1
- DFT total energy (hartree) = -7628.362066